91
Properties=species:S:1:pos:R:3:forces:R:3:mulliken_spin:R:1 method="wB97M-V/def2-TZVPD" homo_energy_ev="-5.784 / -6.330" de_lowest_ev=4.8880 spin_multiplicity=4 fmax_ev_per_a=0.8 lumo_energy_ev="-0.7 / -0.7"
Cr -1.456 0.834 -0.329 0.3 -0.6 0.4 2.740
C -1.538 -1.022 5.174 0.0 0.0 0.0 0.013
C -1.838 0.468 5.025 0.1 0.0 -0.1 -0.019
N -0.761 1.227 4.394 0.0 -0.1 -0.1 0.103
C 0.214 1.897 5.254 0.0 -0.1 -0.1 -0.005
C 1.502 1.108 5.473 0.0 0.0 0.0 0.002
C -0.579 1.241 3.037 -0.1 0.0 0.1 0.088
S -1.812 0.482 2.060 0.0 0.0 -0.2 -0.018
N 0.480 1.886 2.615 0.2 0.1 -0.2 0.046
C 1.056 1.996 1.455 0.1 0.1 0.2 0.372
O 0.701 0.987 0.379 0.4 -0.3 -0.4 0.028
C 2.096 2.894 1.070 -0.2 -0.1 -0.1 -0.032
C 2.542 3.016 -0.259 0.0 0.0 0.0 0.124
C 3.544 3.912 -0.586 0.0 0.0 0.0 -0.083
C 4.127 4.712 0.391 0.0 0.0 0.0 0.156
C 3.683 4.609 1.706 0.0 0.0 0.0 -0.087
C 2.682 3.719 2.047 0.0 0.0 0.1 0.148
H -2.405 -1.541 5.591 0.1 0.0 0.0 -0.002
H -0.687 -1.191 5.836 0.0 0.0 0.0 0.000
H -1.318 -1.460 4.199 0.0 0.0 0.0 0.003
H -2.004 0.911 6.007 0.0 0.0 0.0 -0.001
H -2.748 0.603 4.446 0.0 0.0 0.0 0.006
H -0.278 2.074 6.210 0.0 0.0 0.0 0.000
H 0.449 2.865 4.815 0.0 0.0 0.0 0.006
H 1.294 0.130 5.913 0.0 0.0 0.0 0.000
H 2.162 1.653 6.153 0.0 0.0 0.0 0.000
H 2.025 0.962 4.528 0.0 0.0 0.0 -0.001
H 2.073 2.435 -1.042 0.0 0.0 0.0 0.047
H 3.867 3.996 -1.617 0.0 0.0 0.0 -0.004
H 4.909 5.413 0.129 0.0 0.0 0.0 0.013
H 4.124 5.233 2.474 0.0 0.0 0.0 -0.004
H 2.332 3.641 3.069 0.0 0.0 0.0 0.026
C -5.456 2.197 -0.816 0.0 0.0 0.1 0.014
C -3.991 2.029 -0.584 0.3 0.0 -0.1 -0.141
N -3.357 0.844 -0.639 -0.5 -0.1 0.0 -0.094
O -4.131 -0.244 -1.099 0.1 0.0 0.0 0.007
C -3.113 3.091 -0.347 0.1 -0.2 0.0 0.069
C -3.438 4.542 -0.238 0.0 0.0 0.0 -0.010
N -1.847 2.626 -0.245 0.0 0.7 -0.1 -0.292
O -0.787 3.343 -0.209 -0.3 0.1 0.0 -0.163
H -5.864 1.338 -1.342 0.0 0.0 0.0 -0.004
H -5.640 3.097 -1.402 0.0 0.0 0.0 -0.004
H -5.988 2.302 0.133 0.0 0.0 0.0 -0.013
H -4.333 -0.768 -0.314 -0.1 0.0 0.0 0.000
H -4.304 4.705 0.405 0.0 0.0 0.0 0.004
H -3.646 4.994 -1.212 0.0 0.0 0.0 0.006
H -2.578 5.056 0.189 0.0 0.0 0.0 -0.004
N 2.484 -0.617 -0.121 0.0 0.5 0.4 0.004
C 1.666 0.161 0.127 -0.3 0.1 0.3 0.009
C -1.918 2.184 -5.239 -0.1 0.1 0.1 -0.005
Sb -1.441 1.277 -3.358 0.5 -0.5 0.2 -0.024
C 0.693 1.314 -3.696 -0.1 0.1 -0.2 -0.002
C -1.846 -0.717 -4.070 0.0 0.2 -0.1 0.003
H -1.380 1.628 -6.007 0.0 0.0 0.0 0.000
H -1.607 3.228 -5.249 0.0 -0.1 0.0 0.000
H -2.991 2.124 -5.420 0.1 0.0 0.0 0.000
H 0.969 0.654 -4.521 0.0 0.0 0.0 0.000
H 1.247 1.036 -2.799 0.0 0.0 -0.1 0.000
H 0.967 2.339 -3.955 0.0 0.0 0.0 0.001
H -1.097 -1.014 -4.806 0.0 0.0 0.1 0.000
H -2.828 -0.706 -4.546 0.0 0.0 0.0 0.002
H -1.879 -1.427 -3.247 0.0 0.0 0.0 0.001
C 4.865 -3.567 -1.914 -0.1 0.0 0.1 0.000
C 4.490 -4.923 -1.327 0.0 0.1 -0.1 0.000
S 2.884 -5.491 -1.848 -0.1 0.1 0.0 0.000
O 2.783 -6.904 -1.592 0.0 0.1 0.0 0.000
O 2.610 -4.975 -3.170 0.0 -0.1 0.0 0.000
C 1.786 -4.642 -0.719 -0.1 -0.1 -0.1 0.001
C 0.371 -4.607 -1.303 0.2 0.1 0.3 -0.001
N -0.368 -3.472 -0.740 -0.2 -0.4 -0.1 0.001
C -0.178 -2.200 -1.128 0.1 0.3 -0.2 -0.011
N -1.030 -1.375 -0.515 -0.1 0.1 -0.1 -0.032
C -1.822 -2.163 0.273 0.0 0.1 0.0 0.003
C -1.434 -3.450 0.141 0.1 -0.2 0.1 -0.009
N -1.966 -4.576 0.856 0.1 0.1 -0.4 0.000
O -2.980 -4.387 1.485 -0.2 0.1 0.2 0.000
O -1.379 -5.638 0.775 0.2 -0.2 0.0 0.000
C 0.852 -1.826 -2.134 -0.2 -0.2 -0.2 0.068
H 5.909 -3.346 -1.695 0.0 0.0 0.0 0.000
H 4.258 -2.762 -1.493 0.0 0.0 0.0 0.000
H 4.729 -3.569 -2.994 0.0 0.0 0.0 0.000
H 4.460 -4.917 -0.234 0.1 -0.1 -0.1 0.000
H 5.151 -5.728 -1.653 0.1 0.0 0.0 0.000
H 2.193 -3.636 -0.585 -0.1 0.0 0.0 0.000
H 1.821 -5.191 0.223 0.0 0.1 0.0 0.000
H -0.156 -5.520 -1.069 -0.1 0.0 0.0 0.000
H 0.406 -4.492 -2.381 0.0 0.1 -0.1 0.000
H -2.594 -1.791 0.921 0.1 0.1 0.0 -0.005
H 0.950 -2.594 -2.902 -0.1 0.0 0.0 0.001
H 1.820 -1.672 -1.661 -0.1 -0.2 -0.2 -0.003
H 0.568 -0.894 -2.608 0.0 0.0 0.0 -0.037